Molecular formula: C6H11FO
Method: DFT, ωB97M-V with the def2-TZVPD basis set

Geometry as ORCA input:
```
! RIJCOSX wB97M-V def2-TZVPD def2/J DEFGRID3
* xyz 0 1
C -0.47107 1.41009 -1.43742
C -0.49713 0.17335 -0.50295
C -1.19008 -0.86167 -1.33717
C 0.39738 -0.11484 0.39349
C 1.06875 0.82721 1.21548
C 0.70309 -1.55611 0.94851
H -1.47945 1.32295 -2.41432
H -0.60879 2.46728 -0.67197
H 0.58717 1.50979 -2.10477
H -1.70796 -1.85416 -0.44941
H -2.25076 -0.36597 -2.05595
H -0.42647 -1.13014 -2.21500
H 0.70226 1.88360 0.87370
H 2.28792 0.76170 0.91549
H -0.15772 0.74194 2.71467
H 1.53270 -1.34614 1.70570
H -0.29606 -1.79624 1.60689
O 0.89149 0.59796 2.67223
F 0.91473 -2.67061 0.14280
*
```

As for the molar mass: 118.2 g mol⁻¹. The energy above the lowest of the compared OMol25 structures with the same formula, charge and spin is 7.015 eV. The calculation puts the LUMO energy at 0.53 eV.

Mulliken atomic charge list, values in e, 6 entries:
1 C -1.1232
2 C 0.4985
3 C -1.0356
4 C 0.6831
5 C -0.7197
6 C -0.5365

Molecular formula: C19H24N4O4S
Method: DFT, ωB97M-V with the def2-TZVPD basis set

Geometry as ORCA input:
```
! RIJCOSX wB97M-V def2-TZVPD def2/J DEFGRID3
* xyz 0 1
C 8.66340 -3.47341 -4.39445
C 7.27480 -3.55409 -3.65763
O 6.40613 -2.43233 -3.91751
C 5.32041 -2.48686 -3.26579
C 4.69789 -1.01451 -3.53362
C 3.34624 -1.26053 -2.91243
N 2.96329 -0.51562 -1.96701
N 1.55322 -0.53403 -1.80588
C 1.00553 -1.57611 -2.37799
N -0.28420 -2.01281 -2.04247
C -1.39717 -1.69309 -1.42306
O -2.37196 -2.11812 -1.50329
C -0.86848 -0.19522 -0.37554
H -0.44059 0.27084 -0.99429
C -0.18463 -0.71742 0.75467
C -0.64050 -0.02584 2.00420
O -0.12293 0.25138 3.17621
N -1.78030 0.64506 1.55783
C -2.80214 1.62713 2.18329
C -3.98562 1.66206 1.90264
C -4.74790 2.72531 2.49042
C -4.24421 3.16453 3.63421
C -3.00865 3.07455 3.97840
C -2.11956 2.11563 3.36002
H -1.23477 2.25793 3.36019
H -2.62139 3.75982 4.87326
O -4.83342 4.38666 4.51048
C -6.47212 4.44294 4.10813
C -7.09181 3.25268 4.83512
H -6.97005 3.23643 5.93539
H -8.31798 3.56327 4.56023
H -6.91134 2.50253 4.22459
H -6.60398 4.59580 3.13939
H -6.45581 5.48871 4.76124
H -5.73652 2.80971 2.27278
H -4.58126 1.13827 0.97764
C -2.25792 0.41990 0.06367
H -3.04639 -0.67205 0.35265
H -2.56655 1.09907 -0.45158
H -0.42257 -2.03588 1.03510
H 0.87588 -0.76967 0.90959
H -0.49811 -3.14700 -2.58973
S 2.14321 -2.49685 -3.42840
H 5.29625 -0.37640 -3.04182
H 4.57789 -1.09185 -4.76553
H 5.39668 -2.60027 -2.10164
H 4.76633 -3.33692 -3.56358
H 7.56201 -3.68346 -2.49006
H 6.76875 -4.46505 -4.23169
H 9.38348 -4.42647 -4.41731
H 9.15575 -2.52845 -4.13025
H 8.46369 -3.24989 -5.57878
*
```

As for the molar mass: 404.5 g mol⁻¹. The energy above the lowest of the compared OMol25 structures with the same formula, charge and spin is 22.440 eV. The calculation puts the LUMO energy at -0.23 eV.

Mulliken atomic charge list, values in e, 6 entries:
1 C -1.0932
2 C -0.1385
3 O -0.2552
4 C -0.7968
5 C -0.2266
6 C 0.3933

Molecular formula: C6H13N
Method: DFT, ωB97M-V with the def2-TZVPD basis set

Geometry as ORCA input:
```
! RIJCOSX wB97M-V def2-TZVPD def2/J DEFGRID3
* xyz 0 1
C -2.52382 -1.25582 0.67647
C -1.31313 -0.94833 -0.21113
C 0.07293 -1.14683 0.42511
N 1.03278 -0.29307 -0.26398
C 2.25287 0.09706 0.42232
C 1.13572 1.06045 0.24101
C 1.11753 2.17792 -0.76874
H -2.43291 -0.77929 1.66066
H -2.67984 -2.32777 0.83590
H -3.43769 -0.86002 0.21600
H -1.36189 -1.53439 -1.13702
H -1.38903 0.10321 -0.51178
H 0.41105 -2.18677 0.33277
H 0.02937 -0.91461 1.50637
H 3.14480 0.16388 -0.20011
H 2.43354 -0.27609 1.43230
H 0.56933 1.26207 1.15555
H 1.53593 3.10371 -0.35901
H 1.68373 1.89664 -1.66136
H 0.08391 2.37827 -1.07523
*
```

As for the molar mass: 99.2 g mol⁻¹. Its SMILES is CCCN1C[C@H]1C. The energy above the lowest of the compared OMol25 structures with the same formula, charge and spin is 0.963 eV. The calculation puts the LUMO energy at 1.22 eV.

Mulliken atomic charge list, values in e, 6 entries:
1 C -1.2412
2 C -0.0461
3 C -0.6657
4 N -0.3157
5 C -0.4824
6 C 0.2552

Molecular formula: C5H10O2
Method: DFT, ωB97M-V with the def2-TZVPD basis set

Geometry as ORCA input:
```
! RIJCOSX wB97M-V def2-TZVPD def2/J DEFGRID3
* xyz 0 1
C -2.18060 0.86627 -0.44175
C -0.84395 0.67309 -0.40519
C -0.27410 -0.45190 -1.13068
C 0.96656 -0.86227 -0.82159
C 1.74699 -1.90892 -1.53969
O 1.70500 -0.20007 0.16933
H -2.66907 1.30359 0.43234
H -2.77360 0.21406 -1.06559
H -0.34743 1.55034 0.00520
H -0.95777 -1.18617 -1.53873
H 1.81266 -2.87095 -1.02345
H 1.44724 -2.07670 -2.56743
H 2.79173 -1.61093 -1.51379
H 1.41640 -0.63088 0.98329
O -0.91217 1.62327 3.20320
H -0.76845 1.73492 2.25924
H -1.79487 1.91741 3.44543
*
```

As for the molar mass: 102.1 g mol⁻¹. Its SMILES is C=C/C=C(/C)O.O. The energy above the lowest of the compared OMol25 structures with the same formula, charge and spin is 3.142 eV. The calculation puts the LUMO energy at 0.76 eV.

Mulliken atomic charge list, values in e, 6 entries:
1 C -0.8260
2 C 0.1189
3 C -0.5790
4 C 0.4213
5 C -1.1637
6 O -0.5238

Molecular formula: C4H7BrN
Method: DFT, ωB97M-V with the def2-TZVPD basis set

Geometry as ORCA input:
```
! RIJCOSX wB97M-V def2-TZVPD def2/J DEFGRID3
* xyz 1 1
C -1.48425 -1.39409 0.46362
C -0.99989 -0.30980 -0.07393
N 0.30570 0.12296 -0.21842
C 0.44275 1.36728 0.39872
C 1.25534 -0.44920 -0.86742
Br 2.98045 0.06866 -1.04397
H -2.46892 -1.43972 0.81941
H -0.69733 -2.06217 0.77258
H -1.75406 0.48923 -0.43291
H 0.38492 1.18025 1.41814
H -0.44026 1.97751 0.21301
H 1.37975 1.74663 0.09996
H 1.09581 -1.29753 -1.54879
*
```

As for the molar mass: 149.0 g mol⁻¹. Its SMILES is C=C/[N+](C)=C/Br. The energy above the lowest of the compared OMol25 structures with the same formula, charge and spin is 0.939 eV. The calculation puts the LUMO energy at -5.22 eV.

Mulliken atomic charge list, values in e, 6 entries:
1 C -0.7002
2 C -0.0337
3 N 0.0366
4 C -0.9005
5 C 0.2722
6 Br 0.0382

Quick rundown of calculated total energy, same order as above: -410.05714; -1655.87988; -291.12336; -346.90997; -2785.04396 Ha
Quick rundown of highest occupied orbital energy, same order as above: -9.35; -8.34; -9.08; -8.37; -15.04 eV
Quick rundown of gap between HOMO and LUMO, same order as above: 9.885; 8.107; 10.303; 9.125; 9.823 eV